# 1
Entry from the OMol25 dataset: a 9-piece molecular cluster, C37H55N8O6PSi overall (ωB97M-V/def2-TZVPD).

```
108
Properties=species:S:1:pos:R:3:forces:R:3
H 6.475581 -4.918187 -8.267531 -0.018 -0.015 -0.011
H -0.504294 6.005811 3.416203 -0.011 -0.027 -0.003
C 4.811312 -1.404167 -2.443466 -0.038 -0.012 -0.038
H -0.917175 -0.966823 4.176985 -0.064 -0.068 0.014
H -8.019153 1.093540 0.885530 0.005 -0.001 -0.012
C 6.304754 -6.456461 -5.407371 -0.003 0.009 -0.006
O -2.801881 -2.009336 3.065698 -0.496 -0.304 -0.219
C 3.957135 -1.867072 -1.405336 0.002 0.065 0.039
N -5.122764 -0.134750 1.714329 -0.085 0.006 0.121
H -0.800384 -5.134414 -3.195084 0.020 0.044 0.035
H 3.476422 4.412501 2.587100 0.012 0.006 0.010
H 1.135122 -5.196761 -0.466985 -0.112 0.020 0.049
H -1.584233 -3.651380 -2.682602 0.030 -0.034 0.020
C 4.615189 -1.665455 -0.220261 -0.010 -0.029 0.009
C -0.892030 -4.434545 -2.364222 0.016 -0.027 0.020
H 1.035404 2.643781 5.525394 0.018 0.006 0.025
N 6.065570 -0.094200 -5.611968 -0.011 0.038 -0.001
O -0.186619 -3.876749 0.367071 0.228 0.254 0.028
O 0.501968 -2.404807 -2.185660 -0.240 0.000 0.050
C -7.016692 0.900332 1.228801 0.010 0.031 -0.054
H -3.486173 3.905761 -2.508957 0.000 0.002 0.000
H 1.244463 -4.224545 -2.635366 0.014 0.126 0.033
C 0.464498 -3.822305 -1.982679 0.031 -0.110 -0.096
C 7.226478 -7.247087 -6.039868 0.021 0.011 -0.009
C -6.365957 -0.302527 1.163274 0.011 0.007 0.009
H -8.271387 -1.242844 5.645801 -0.005 -0.001 -0.001
C 1.991396 5.386511 3.934657 -0.044 -0.001 -0.005
C 0.873344 -4.140054 -0.556951 0.012 -0.145 0.114
H 4.322492 -1.883488 0.793589 0.007 0.015 -0.013
H 5.885454 -6.513308 -4.417663 0.000 -0.002 0.000
H -7.478548 0.236446 3.779649 -0.018 0.021 0.019
H -8.283194 2.743240 4.380728 0.004 -0.002 0.001
H -2.047920 1.925311 -3.664826 0.001 0.002 -0.005
H 2.160377 1.042489 1.485847 -0.067 -0.109 0.008
C -8.454029 1.852955 4.962625 -0.005 0.015 0.002
H -9.608236 2.565224 6.748005 -0.001 0.000 -0.001
C 5.959107 -0.941554 -1.858236 0.006 0.002 0.006
P -1.376085 -2.787101 3.046610 0.362 -0.187 -0.236
C 1.086036 0.999329 1.292078 0.013 0.171 0.012
H 0.565575 0.859508 2.242288 -0.014 0.011 -0.065
N 2.397632 3.214421 3.984376 0.023 -0.046 0.004
H 8.094208 -7.077643 -8.099665 -0.009 -0.008 -0.005
H 2.969687 -2.282822 -1.517836 0.010 0.071 -0.041
H -1.650905 -1.782650 0.174440 0.078 0.029 -0.036
O -1.419767 -4.218095 3.367772 -0.159 0.320 0.150
N -8.443188 -0.255299 5.624794 -0.002 -0.005 -0.004
H -1.343219 -4.958161 -1.520292 0.019 0.037 -0.057
O 0.710561 -1.375257 1.004381 0.044 0.224 -0.073
H -0.916527 8.055105 4.797382 -0.003 0.003 0.001
H -9.529763 -0.046031 7.450949 0.000 0.002 0.003
C 5.807532 -1.343290 -6.106117 0.013 -0.001 0.021
H 2.783025 2.314614 3.764215 0.015 -0.001 0.007
H -2.383875 5.410818 1.873327 -0.005 -0.001 -0.009
H -4.323912 7.262222 2.244756 -0.001 0.002 0.000
N 5.939891 -5.463640 -6.274115 -0.017 -0.015 -0.009
C 1.441967 3.445883 4.934086 -0.037 -0.008 -0.087
H 0.778517 1.963556 0.880848 0.066 -0.024 0.018
C -2.874459 8.105306 3.731750 -0.012 -0.008 -0.011
H 6.851609 -0.523101 -2.291567 0.006 -0.016 -0.008
H -3.516681 -2.642925 2.884558 0.163 0.127 0.220
H 5.284603 -4.732354 -6.070179 0.026 0.023 0.017
H 7.775447 1.179283 -5.530471 0.000 0.003 -0.007
C -3.370512 7.211654 2.743494 -0.002 0.014 0.013
H -4.059354 1.495666 2.590545 -0.002 0.006 -0.002
H 0.448295 5.282675 5.561827 0.028 -0.007 0.036
C 7.374131 0.230608 -5.843207 -0.006 -0.007 0.021
H -4.508169 2.852955 -0.218345 0.028 -0.040 -0.037
H -6.326372 2.868388 2.049964 -0.001 0.008 0.001
C -1.626863 7.665057 4.088202 0.004 -0.013 -0.003
H -6.680338 -1.255162 0.772290 -0.002 0.002 -0.008
H 2.033665 6.429579 3.665661 0.023 0.004 0.023
O -0.586536 -1.868861 4.088404 0.173 -0.022 0.072
C 1.164373 4.786644 4.926726 -0.017 0.073 0.027
C 7.428393 -6.705659 -7.339194 -0.002 -0.014 0.022
H 8.988782 -0.875768 -6.806995 -0.001 -0.002 -0.002
H -4.420301 -0.844401 1.805872 0.064 0.013 0.060
N 5.830199 -1.103056 -0.506315 -0.012 0.005 0.012
H 7.707599 -8.113203 -5.617527 -0.001 -0.001 -0.002
C -6.130701 1.830400 1.838661 -0.019 -0.040 0.023
C -9.122896 0.445423 6.584035 0.006 0.002 -0.003
H 1.748513 -3.543016 -0.287900 -0.027 -0.083 -0.046
C 7.960924 -0.824043 -6.489883 -0.005 -0.022 0.027
H 6.529485 -0.862227 0.171203 0.002 -0.009 0.003
C -2.607356 1.923927 -2.745265 -0.005 0.025 0.021
H -0.319780 -2.044319 -1.829266 0.066 0.022 -0.102
C 2.739469 4.386633 3.371099 -0.043 -0.015 -0.029
C -2.406768 6.260298 2.534623 0.006 0.001 0.012
C 6.966174 -1.826177 -6.653929 -0.021 0.014 -0.037
Si -0.543168 -2.402636 0.963965 -0.314 -0.255 0.023
N -2.675487 0.805797 -1.958374 0.070 -0.008 -0.026
H -2.232982 -0.069062 -2.166827 -0.038 -0.023 -0.025
H 4.826056 -1.779320 -6.023591 -0.006 0.009 -0.021
H 7.090310 -2.788596 -7.121116 0.036 -0.004 0.017
C -4.971922 1.161454 2.127234 -0.057 -0.035 0.079
H 4.612565 -1.420473 -3.501196 -0.001 -0.028 0.000
C 0.732810 -0.107947 0.322637 0.028 -0.044 0.030
C -9.146614 1.759803 6.201645 0.001 0.003 -0.013
N -1.352053 6.544055 3.356058 0.032 -0.029 -0.037
H -3.375616 8.970014 4.133443 -0.001 -0.001 -0.001
C -8.032430 0.592990 4.632407 0.030 -0.051 0.031
H -3.630514 0.303722 -0.112136 0.015 0.063 -0.126
C -3.445647 1.060745 -0.854899 0.074 -0.061 0.004
C -3.341777 2.905780 -2.135600 -0.001 -0.021 0.004
H 1.462589 -0.177941 -0.482042 0.068 -0.027 -0.043
H -0.245010 0.089305 -0.132725 0.000 -0.029 0.085
C 6.619089 -5.607143 -7.452703 0.009 0.014 -0.001
H 5.397783 0.495298 -5.149769 -0.003 -0.005 0.006
C -3.875348 2.357385 -0.935812 0.025 0.121 -0.035
```
Forces are in eV/Å.

Summary:
E_HOMO = -8.1 eV
Electronic energy = -80635.399 eV
Frontier orbital gap = 8.02 eV
SMILES = CCO[Si@@H](OC[C@@H](C)O)P(=O)(O)O.c1cc[nH]c1.c1cc[nH]c1.c1cc[nH]c1.c1cc[nH]c1.c1cc[nH]c1.c1cc[nH]c1.c1cc[nH]c1.c1cc[nH]c1
Total charge = 0

Atom charges from the Löwdin analysis, given in e for atoms 1 to 6: 0.103, 0.099, -0.104, 0.077, 0.098, -0.141

# 2
Entry from the OMol25 dataset: C37H55N8OSSeSiTi as an isolated structure (ωB97M-V/def2-TZVPD).

```
105
Properties=species:S:1:pos:R:3:forces:R:3
H -2.751711 -6.636708 0.735731 0.018 -0.011 0.129
C -1.969973 2.466131 2.254714 -0.025 0.179 0.149
C -2.314491 -1.273481 1.107843 0.101 -0.046 -0.217
H 1.817138 2.436543 -2.197178 0.024 -0.038 0.027
H -2.459932 5.787020 -1.184804 -0.018 0.036 -0.029
H 2.158046 -0.170146 4.852469 0.029 0.027 0.023
C -3.255467 -2.262542 1.282679 0.331 -0.058 -0.211
H 3.871632 2.421276 0.115811 -0.073 0.039 0.061
H -0.496692 2.699269 -3.416092 0.009 -0.025 -0.022
H -2.691002 -1.346475 -3.979106 0.059 -0.073 0.014
N -0.877269 -0.366737 -3.610094 -0.166 0.138 0.330
C -1.071960 -2.561830 -0.401472 -0.173 -0.170 0.074
H 5.633242 -2.435722 4.699580 0.027 0.031 0.018
H 0.362243 2.814776 4.752797 -0.039 0.058 -0.016
C -2.005066 4.006012 -0.078434 0.089 -0.098 -0.091
N 1.003118 2.713647 2.754785 -0.083 -0.352 0.113
H -2.965633 0.933596 -0.640440 -0.131 -0.050 -0.071
N 0.676468 0.579948 3.610240 0.045 0.115 -0.159
H -4.460026 0.814954 -1.600183 -0.025 0.002 -0.003
C 1.634332 0.771137 4.681714 0.019 0.041 -0.024
C 0.539257 -0.424136 -3.886940 0.067 0.142 0.005
H 2.984152 -0.718702 -2.672979 0.013 0.020 0.016
C -1.323428 2.727883 -0.100162 -0.019 0.428 0.085
H -2.655376 -7.540747 -0.768534 0.014 -0.111 -0.031
H -3.234608 5.357069 1.041938 -0.036 0.074 0.023
N -1.244756 -1.433508 0.309751 -0.547 0.191 0.289
C 3.625205 -0.056433 2.567403 -0.088 0.153 -0.230
H -3.083716 -5.137427 -3.074813 -0.065 0.005 -0.039
H 3.837994 -3.324967 3.294643 -0.015 -0.016 -0.015
H 3.501053 2.918271 -2.381487 0.047 0.014 -0.001
H 0.841833 -5.256545 -1.013277 -0.032 0.024 -0.055
H 1.424140 2.942781 0.721236 0.018 0.028 0.017
N -0.608140 0.853883 -1.613946 -0.567 0.474 0.056
C -0.915121 3.079975 -2.490374 -0.028 0.123 -0.072
C -3.023600 -3.480950 0.625794 0.052 0.149 0.150
H -1.230095 -2.341595 -4.101762 -0.001 -0.027 -0.077
Si -1.649646 -5.316162 -1.068519 0.043 0.187 -0.041
H 2.359879 1.531897 4.410583 -0.015 -0.049 0.055
C 3.749144 -0.274234 -2.034965 0.165 -0.008 -0.143
C 4.275518 1.568416 -0.430100 0.073 0.023 -0.191
Se 1.930864 -2.099206 1.364510 -0.129 -0.003 -0.001
H -1.628668 -1.180685 -5.395321 -0.011 -0.025 -0.001
H -3.325610 3.899111 3.078022 -0.019 0.012 0.013
C 3.216599 0.991188 -1.371225 -0.180 0.003 0.112
C -1.434812 4.357160 -2.427289 0.011 0.046 0.027
H -1.560343 -5.933521 -3.486436 0.018 -0.102 -0.030
C -1.936976 -3.670759 -0.212168 -0.280 -0.089 0.067
C -2.721576 3.619751 2.222743 -0.052 0.008 -0.014
H -2.647739 0.776392 -4.801755 -0.050 0.102 0.037
C 3.277548 -1.404470 2.485252 0.032 -0.029 0.130
C 1.225138 3.559426 1.597007 0.054 -0.011 -0.080
C 4.667973 0.347521 3.379706 -0.015 0.038 -0.011
N -0.150211 1.090670 1.462326 -0.228 0.142 -0.142
C -2.862035 -6.558050 -0.344238 0.080 0.000 -0.096
C -2.006495 -5.130619 -2.900249 -0.088 -0.028 0.020
S 0.242116 -2.503761 -1.501065 0.121 0.032 0.133
N 5.395339 -0.464394 4.145433 0.006 -0.043 0.018
C -0.922888 2.242693 -1.360243 0.373 -0.154 0.129
H -1.402118 5.001541 -3.298131 -0.008 0.011 -0.021
H 3.068558 0.684587 2.002224 0.088 -0.089 -0.037
C -3.448687 1.228523 -1.570685 -0.025 -0.142 0.085
C 0.703838 3.470673 3.958826 -0.115 0.015 -0.024
H 4.624086 0.823264 0.277722 -0.031 -0.111 0.101
H 0.199071 -6.862322 -1.424269 0.088 -0.094 -0.028
H -4.110881 -2.104077 1.922111 -0.034 -0.015 0.006
H 2.836213 1.680899 -3.429995 -0.052 -0.074 -0.043
H -3.392029 2.174364 -4.010742 -0.066 -0.051 -0.028
C 2.821072 2.065387 -2.409203 0.015 0.068 -0.052
H -2.396691 -0.302550 1.588970 0.017 -0.049 -0.028
H -3.496601 2.321614 -1.604331 -0.039 -0.059 0.013
H 0.428730 -1.475821 3.889282 -0.037 0.018 0.016
H 1.588216 4.011445 4.305485 0.005 0.010 -0.012
H -3.900295 -6.321651 -0.566496 -0.135 0.074 -0.026
C 4.041629 -2.261867 3.291343 -0.054 -0.019 -0.037
H 0.191236 -6.294275 0.248747 0.012 -0.042 0.096
C -3.289744 1.082714 -3.980143 0.124 0.145 -0.018
H -3.718307 -4.292582 0.802776 -0.031 -0.098 -0.056
H 1.074997 0.164914 -3.148253 -0.045 -0.008 -0.083
C 0.503646 1.442228 2.578968 -0.101 0.083 0.108
C -2.004228 4.806014 -1.243300 -0.020 0.041 -0.036
H 5.133736 1.917902 -1.008667 0.033 0.000 -0.019
H 0.884214 -1.458497 -3.833782 0.040 0.050 -0.002
H 4.918812 1.403095 3.423924 0.066 0.056 0.016
Ti 0.525156 -0.188554 -0.084467 1.079 -0.164 -0.250
C 0.065548 -5.985622 -0.788624 0.014 -0.013 0.063
H 0.737651 -0.033434 -4.892752 -0.001 -0.012 0.013
H -1.611174 -4.187544 -3.269602 0.071 0.031 0.025
H 4.023393 -1.015783 -1.282496 -0.020 0.059 0.042
H 2.094721 4.191297 1.804529 -0.037 -0.016 -0.038
N -2.713154 0.700207 -2.703987 0.169 -0.087 -0.191
O 2.081501 0.633697 -0.628977 -0.212 -0.117 0.131
C -1.172077 2.074161 1.162503 0.122 -0.389 -0.066
H 1.125266 1.063583 5.607128 0.030 -0.033 0.017
H 4.620413 -0.043689 -2.653294 0.063 -0.032 -0.009
C -1.657654 -1.360568 -4.315691 -0.007 -0.012 0.140
H 0.355796 4.194098 1.393358 0.049 -0.030 -0.001
H -4.270319 0.619858 -4.111590 -0.038 0.019 0.008
C -1.376378 0.404671 -2.601343 0.138 -0.282 -0.080
H -0.099965 4.182440 3.738963 0.065 0.006 0.040
H -0.753384 -0.428076 4.741422 -0.008 -0.046 0.028
H -1.938787 1.863017 3.157214 -0.002 -0.045 0.050
C -0.178865 -0.572190 3.819507 -0.053 -0.027 -0.299
H -0.850831 -0.691140 2.974781 0.090 0.038 0.138
C 5.055098 -1.755908 4.079796 0.054 -0.026 0.052
C -2.685371 4.426089 1.082209 -0.004 -0.012 0.090
```
Forces are in eV/Å.

Summary:
E_HOMO (spin up / spin down) = -1.3 / -4.0 eV
Electronic energy = -160409.666 eV
2S+1 = 3
Frontier orbital gap (spin up / spin down) = 3.80 / 6.41 eV
Total charge = -1

Atom charges from the Löwdin analysis, given in e for atoms 1 to 6: 0.030, -0.104, -0.145, 0.066, 0.089, 0.092